# C18H21BFeN9O5

A molecular structure, C18H21BFeN9O5 (the ωB97M-V functional and the def2-TZVPD basis, the Open Molecules 2025 dataset).

Cartesian coordinates (Å):
Fe (0.128, -0.185, 0.021)
O (-1.342, -0.219, 1.126)
O (-3.503, -0.425, 1.627)
O (0.631, 1.612, 0.149)
O (0.529, 3.765, 0.675)
O (-1.290, -0.885, -1.604)
N (1.431, 0.122, -1.834)
N (-1.964, 1.723, -0.706)
N (0.764, -2.129, -0.370)
N (1.570, -0.380, 1.360)
N (2.732, -0.041, -1.496)
N (2.050, -2.289, -0.723)
N (5.397, -1.319, -1.511)
N (4.474, -1.713, -0.604)
N (2.826, -0.592, 0.925)
C (0.978, -4.098, -1.391)
C (3.496, 0.878, -2.096)
C (1.402, 1.166, -2.662)
C (2.204, -3.465, -1.352)
C (-2.428, 1.193, -1.963)
C (0.103, -3.210, -0.762)
C (-1.204, 2.943, -0.716)
C (2.976, 0.151, 2.999)
C (-2.837, 1.521, 0.419)
C (2.677, 1.675, -2.874)
C (6.223, -3.014, -0.267)
C (3.693, -0.279, 1.900)
C (4.950, -2.734, 0.155)
C (-2.575, -0.305, -1.856)
C (0.069, 2.793, 0.118)
C (-2.591, 0.176, 1.106)
C (6.446, -2.094, -1.312)
C (1.641, 0.073, 2.603)
B (3.070, -1.153, -0.494)
H (0.750, -5.056, -1.823)
H (2.965, 2.507, -3.491)
H (3.364, 0.463, 3.952)
H (-3.189, -0.591, -1.005)
H (7.327, -1.968, -1.921)
H (-1.666, 1.414, -2.713)
H (0.474, 1.501, -3.096)
H (-3.375, 1.638, -2.311)
H (-3.896, 1.584, 0.149)
H (-0.888, 3.189, -1.732)
H (-1.741, 3.801, -0.301)
H (4.563, 0.873, -1.964)
H (4.351, -3.175, 0.936)
H (4.755, -0.367, 1.745)
H (3.170, -3.779, -1.712)
H (6.890, -3.769, 0.110)
H (-0.711, -0.796, -2.373)
H (0.741, 0.318, 3.141)
H (-2.629, 2.274, 1.183)
H (-0.951, -3.300, -0.563)
H (-3.032, -0.727, -2.753)

Atomic forces in eV per Å
Fe 0.50 0.03 -1.86
O 0.41 -0.73 0.89
O 0.10 -0.09 0.04
O -0.26 0.49 0.42
O 0.18 0.01 -0.07
O 0.12 0.15 0.19
N -0.07 -0.06 0.55
N 0.06 -0.02 -0.34
N -0.63 0.15 -0.03
N -0.47 0.38 0.12
N 0.26 -0.14 -0.32
N 0.08 -0.05 0.11
N -0.06 0.02 -0.03
N -0.05 -0.03 0.11
N 0.00 -0.22 0.13
C -0.01 0.02 -0.03
C -0.06 0.03 -0.05
C -0.10 -0.03 -0.13
C -0.05 -0.06 0.04
C -0.25 0.24 0.08
C 0.04 -0.10 0.12
C 0.18 -0.16 0.32
C 0.01 -0.09 -0.01
C 0.14 -0.13 0.08
C -0.02 0.02 0.05
C 0.01 0.00 -0.05
C -0.05 0.10 0.07
C 0.07 0.04 0.02
C 0.13 0.03 -0.08
C 0.03 -0.07 0.08
C 0.09 0.18 -0.06
C 0.00 -0.01 0.02
C -0.07 -0.01 0.07
B 0.06 0.10 -0.02
H 0.01 -0.03 0.05
H 0.00 -0.03 -0.04
H -0.01 0.03 -0.01
H -0.10 -0.03 -0.08
H 0.00 0.00 0.00
H -0.10 0.01 -0.13
H -0.05 0.03 0.10
H -0.02 -0.02 0.06
H 0.00 0.02 0.06
H -0.03 0.03 0.00
H -0.10 0.02 -0.16
H 0.00 -0.01 0.01
H -0.02 -0.01 -0.01
H -0.01 -0.09 -0.01
H 0.01 0.03 0.00
H 0.00 0.01 0.02
H -0.02 -0.05 -0.06
H -0.02 0.05 -0.06
H -0.06 0.08 -0.07
H 0.01 0.03 -0.05
H 0.16 -0.06 -0.05

- ΔE to the lowest compared entry with this formula, charge and spin: 21.3 kcal per mole
- F_max: 1.9 eV/A
- Multiplicity: 2
- HOMO energy (alpha / beta): -8.663 / -8.735 eV
- Expectation value of S²: 0.884
- LUMO energy (alpha / beta): -0.0364 / -0.0219 hartree
- DFT total energy: -2856.19039 Eh

***

# C18H21BrN2O3Tb

A molecular structure, C18H21BrN2O3Tb (the ωB97M-V functional and the def2-TZVPD basis, the Open Molecules 2025 dataset).

Cartesian coordinates (Å):
Tb (0.456, 1.581, 1.300)
Br (0.216, 1.345, 3.969)
O (3.238, 1.921, -0.845)
O (-0.118, -0.593, 0.339)
O (4.176, -2.563, -0.635)
N (1.717, 0.423, -0.159)
N (3.715, -0.370, -0.994)
C (-3.550, -0.568, 0.987)
C (-1.154, 3.217, -0.699)
C (1.083, -0.743, -0.101)
C (-0.159, 4.146, 1.166)
C (1.270, -1.712, -2.895)
C (0.386, -3.775, 0.935)
C (1.712, -3.037, 0.826)
C (-3.633, 0.312, 2.137)
C (-4.044, 0.146, -0.141)
C (-1.404, 3.761, 0.588)
C (-4.173, 1.553, 1.699)
C (2.930, 0.744, -0.697)
C (3.336, -1.686, -0.670)
C (0.260, 3.232, -0.917)
C (-4.424, 1.468, 0.294)
C (1.814, -2.019, -0.398)
C (0.884, 3.833, 0.234)
C (1.189, -2.642, -1.684)
H (2.550, -3.746, 0.732)
H (1.902, -2.453, 1.740)
H (-4.219, 2.458, 2.311)
H (-4.661, 2.312, -0.360)
H (-3.201, 0.098, 3.122)
H (0.650, -0.806, -2.770)
H (0.273, -4.492, 0.113)
H (0.374, -4.341, 1.873)
H (1.963, 3.845, 0.420)
H (-3.042, -1.527, 0.985)
H (0.868, -2.259, -3.756)
H (2.299, -1.409, -3.148)
H (-3.948, -0.185, -1.176)
H (-1.909, 2.925, -1.406)
H (4.689, -0.178, -1.233)
H (-0.464, -3.078, 0.940)
H (-2.391, 3.923, 0.979)
H (1.716, -3.597, -1.885)
H (-0.037, 4.520, 2.176)
H (0.119, -2.849, -1.476)
H (0.744, 2.868, -1.821)

Atomic forces in eV per Å
Tb -1.77 0.64 0.46
Br -0.09 -0.16 1.15
O 0.84 -1.52 -0.23
O 1.51 -2.15 -0.95
O -0.35 0.28 -0.24
N 1.01 -0.09 -1.40
N 0.29 -0.23 -0.10
C -0.69 1.14 -2.46
C 1.30 0.33 0.75
C -1.30 1.72 1.26
C -0.18 0.05 -0.61
C -0.15 -0.08 -0.38
C -0.11 0.04 0.05
C 0.61 0.84 -0.50
C -0.45 2.01 -0.23
C 1.12 -1.54 1.38
C 0.98 0.03 -0.48
C 0.56 -0.85 0.61
C -1.08 0.31 0.45
C 0.07 -0.10 0.11
C -0.49 0.54 0.49
C 0.73 -0.21 0.86
C 0.10 -0.68 0.10
C -0.77 -0.01 -0.56
C 0.27 0.04 0.20
H -0.30 0.24 -0.08
H -0.11 -0.14 -0.18
H -0.17 -0.45 -0.30
H -0.09 -0.42 0.30
H -0.35 0.16 -0.45
H 0.32 -0.32 0.07
H -0.09 0.13 0.15
H -0.05 0.07 -0.14
H -0.45 0.28 -0.16
H -0.25 0.14 -0.10
H 0.09 0.21 0.01
H -0.35 -0.10 0.17
H -0.27 0.08 0.39
H -0.09 -0.25 -0.13
H -0.39 -0.42 0.13
H 0.27 -0.21 -0.03
H -0.11 -0.03 0.35
H -0.32 0.44 0.08
H 0.05 0.11 -0.15
H 0.65 0.03 -0.02
H 0.06 0.13 0.34

- ΔE to the lowest compared entry with this formula, charge and spin: 68.6 kcal per mole
- Charge: -1
- F_max: 2.8 eV/A
- Multiplicity: 7
- HOMO energy (alpha / beta): -3.088 / -1.973 eV
- Expectation value of S²: 13.083
- LUMO energy (alpha / beta): 0.0309 / 0.0998 hartree
- DFT total energy: -4432.28763 Eh

***

# C18H21Cl3N4O2

A single C18H21Cl3N4O2 molecule (the ωB97M-V functional and the def2-TZVPD basis, the Open Molecules 2025 dataset).

Cartesian coordinates (Å):
Cl (0.450, -1.450, -0.158)
Cl (-5.149, 1.742, -1.607)
Cl (-2.722, -2.208, 1.130)
O (-1.221, 2.425, -0.416)
O (-3.710, 0.146, 2.554)
N (2.878, 1.339, -1.180)
N (-3.267, 0.654, 0.377)
N (-0.769, 1.487, 1.576)
N (2.479, 0.076, -1.034)
C (-4.071, -0.309, -0.237)
C (4.779, -2.903, -0.646)
C (-4.774, -2.606, -0.549)
C (4.060, -1.629, -0.216)
C (-5.825, -0.862, -1.820)
C (-0.453, 1.790, 0.298)
C (-5.012, 0.069, -1.199)
C (1.265, 0.024, -0.446)
C (2.005, 3.595, -0.719)
C (-5.713, -2.199, -1.479)
C (5.044, -0.617, 0.363)
C (-3.949, -1.670, 0.054)
C (0.855, 1.326, -0.209)
C (-3.118, 0.791, 1.722)
C (3.317, -1.025, -1.419)
C (0.035, 0.686, 2.465)
C (-2.081, 1.866, 2.065)
C (1.917, 2.113, -0.713)
H (-2.367, 2.808, 1.587)
H (-2.045, 1.993, 3.147)
H (5.506, -1.009, 1.265)
H (4.542, 0.315, 0.607)
H (2.182, 3.970, 0.289)
H (-6.353, -2.928, -1.949)
H (3.318, -1.883, 0.549)
H (-4.664, -3.649, -0.296)
H (-0.380, -0.321, 2.563)
H (4.034, -0.636, -2.143)
H (-6.544, -0.537, -2.555)
H (4.071, -3.639, -1.021)
H (5.500, -2.685, -1.431)
H (2.823, 3.907, -1.360)
H (-2.876, 1.386, -0.216)
H (0.053, 1.150, 3.452)
H (2.694, -1.787, -1.893)
H (5.310, -3.338, 0.196)
H (1.068, 4.015, -1.079)
H (5.827, -0.400, -0.360)
H (1.053, 0.618, 2.091)

Atomic forces in eV per Å
Cl 0.04 0.10 -0.04
Cl -0.07 0.13 -0.08
Cl 0.17 -0.31 0.08
O -0.02 0.24 -0.24
O -0.13 -0.02 0.19
N 0.56 0.58 -0.34
N 0.01 0.03 -0.56
N -0.12 0.17 0.07
N -0.75 0.00 0.25
C -0.18 -0.16 0.06
C -0.25 0.17 0.12
C 0.02 0.06 0.03
C 0.16 0.06 -0.19
C 0.05 0.05 0.02
C 0.07 -0.06 0.10
C 0.07 -0.23 0.13
C -0.01 0.38 0.00
C 0.02 -0.02 -0.01
C 0.05 0.05 0.02
C -0.27 -0.11 0.06
C -0.19 0.14 -0.19
C 0.32 -0.48 -0.29
C 0.14 0.45 0.26
C 0.32 -0.52 0.20
C 0.20 -0.26 0.24
C -0.23 0.09 -0.03
C -0.32 -0.42 0.18
H 0.02 -0.10 0.11
H -0.04 -0.07 -0.13
H 0.08 -0.03 0.09
H 0.03 0.12 0.05
H 0.02 0.08 0.03
H -0.06 -0.07 -0.05
H -0.01 0.01 -0.05
H 0.03 -0.08 0.04
H 0.04 0.01 0.03
H -0.10 -0.04 -0.01
H -0.06 0.06 -0.06
H -0.04 -0.14 -0.07
H 0.13 0.00 -0.11
H 0.05 0.08 -0.03
H 0.03 -0.12 0.19
H 0.01 -0.01 -0.03
H 0.06 0.09 -0.04
H 0.09 -0.08 0.05
H -0.02 0.09 -0.03
H 0.13 0.06 -0.09
H -0.05 -0.01 0.06

- ΔE to the lowest compared entry with this formula, charge and spin: 0.0 kcal per mole
- F_max: 0.9 eV/A
- HOMO energy: -9.003 eV
- LUMO energy: 0.0217 hartree
- DFT total energy: -2448.64073 Eh

***

The lowest ΔE to the lowest compared entry with this formula, charge and spin belongs to which entry?
C18H21Cl3N4O2

***

Which formula does entry 3 have?
C18H21Cl3N4O2

***

Which formula does entry 3 have?
C18H21Cl3N4O2

***

The lowest F_max belongs to which entry?
C18H21Cl3N4O2